Density functional theory data (ωB97M-V/def2-TZVPD) for a 2-piece molecular cluster, C4H13NOS overall at a distorted geometry.

```
20
Properties=species:S:1:pos:R:3:forces:R:3:lowdin_charge:R:1
C -0.20570 0.16349 -2.30405 0.0 -0.9 -0.1 -0.081
C 0.75868 -0.75017 -1.53955 -0.5 -0.3 -0.4 -0.467
N 1.70754 0.07653 -0.84301 0.6 0.6 -0.1 0.030
C 0.12259 -1.80865 -0.63707 -0.3 -0.3 2.0 -0.238
C -0.67929 -1.27857 0.57377 0.3 0.7 -0.6 -0.549
S -2.33861 -0.66657 0.13403 -0.5 -0.2 -0.2 0.698
H -0.45170 1.03213 -1.72310 0.1 0.7 0.1 0.060
H -1.16516 -0.29333 -2.49842 -0.2 -0.4 -0.1 0.048
H 0.23834 0.37528 -3.26825 0.1 0.6 0.0 0.073
H 1.33017 -1.28626 -2.29834 0.0 -0.2 0.0 0.128
H 1.36935 0.83717 -0.27859 -0.3 -0.1 0.0 0.067
H 2.48526 -0.37728 -0.40126 0.0 -0.3 0.1 0.072
H -0.48399 -2.63140 -1.01153 0.0 0.2 -1.1 0.105
H 0.93940 -2.32823 -0.11770 0.2 0.0 -0.3 0.105
H -0.85725 -2.06643 1.28180 0.1 -0.4 0.3 0.048
H -0.08572 -0.51151 1.05945 -0.2 0.2 0.2 0.063
H -2.38505 0.58673 0.59213 0.4 0.0 0.2 -0.162
O 0.04007 3.57999 4.76601 0.3 0.0 0.1 -0.065
H 0.55723 3.71757 3.96134 -0.5 0.0 0.1 0.034
H -0.89617 3.62952 4.55232 0.2 0.1 -0.3 0.030
```
Positions in Å, forces in eV/Å.

## Properties
SMILES = C[C@@H](N)CCS.O
molar mass = 123.2 g mol⁻¹
strongest force on any atom = 2.092 eV/A

***

Density functional theory data (ωB97M-V/def2-TZVPD) for C34H40Br2RuS3Sb2 as an isolated structure.

```
82
Properties=species:S:1:pos:R:3:forces:R:3:lowdin_charge:R:1
Ru 0.27531 0.34366 1.51492 -0.2 -0.2 0.0 0.162
C 1.11771 3.18680 2.84338 0.0 0.0 0.0 -0.467
C -0.18207 2.90971 3.56618 0.0 0.0 0.0 -0.436
S -1.19155 1.62262 2.71666 0.1 0.0 0.1 0.846
C -1.61391 0.61173 4.17932 0.0 0.1 -0.1 -0.445
C -0.44473 -0.15550 4.75585 0.1 -0.1 0.0 -0.437
S 0.55906 -1.02498 3.49131 -0.1 0.1 -0.1 0.840
C 2.22107 -0.51454 4.02079 0.0 0.0 -0.1 -0.465
C 2.47062 0.97905 3.91468 0.0 0.0 0.0 -0.429
S 1.94725 1.66306 2.29071 0.2 0.3 0.1 0.787
H 1.80481 3.75718 3.46926 0.0 0.0 0.0 0.105
H 0.95503 3.75535 1.92764 0.0 0.0 0.0 0.073
H -0.79121 3.81033 3.63121 0.0 0.0 0.0 0.095
H -0.00010 2.56367 4.58142 0.0 0.0 0.0 0.076
H -2.39949 -0.05570 3.83996 -0.1 -0.1 -0.1 0.065
H -2.04431 1.27399 4.93202 0.0 0.0 0.0 0.105
H -0.81594 -0.91094 5.44740 0.0 0.0 0.0 0.099
H 0.21731 0.50046 5.31755 0.0 0.0 0.0 0.074
H 2.89525 -1.08316 3.37901 0.0 0.0 0.0 0.071
H 2.38334 -0.85662 5.04314 0.0 0.0 0.0 0.106
H 3.53268 1.19580 4.02333 0.0 0.0 0.0 0.099
H 1.94306 1.52293 4.69628 0.0 0.0 0.0 0.074
C 0.23329 3.63083 -3.02222 -0.1 -0.1 -0.1 -0.318
C -0.81037 4.53245 -2.35454 0.0 0.1 0.0 -0.345
C -1.49049 3.93129 -1.11788 0.1 0.1 0.1 -0.319
Sb -2.50574 2.13739 -1.65791 -0.1 -0.3 0.2 1.602
C -2.43341 0.54569 -0.30323 -0.1 0.1 0.0 -0.408
C -1.28104 -0.26976 -0.23603 0.4 0.4 -0.1 -0.294
C -1.24247 -1.33075 0.66789 -0.1 -0.2 0.1 -0.214
C -2.38312 -1.58733 1.46725 0.0 0.0 0.0 -0.053
C -3.49435 -0.78568 1.38725 0.0 0.0 0.1 -0.059
C -3.52084 0.31068 0.50201 0.0 -0.1 0.0 -0.120
C -4.46420 2.48779 -2.26263 0.1 0.1 0.0 -0.395
C -5.30477 1.40110 -2.49464 -0.1 0.0 0.0 -0.130
C -6.59684 1.64514 -2.93560 0.0 0.0 0.0 -0.042
C -7.02693 2.94978 -3.14641 0.0 0.0 0.0 -0.025
C -6.17590 4.02343 -2.91995 0.0 0.0 0.0 -0.039
C -4.87984 3.79953 -2.47820 -0.1 0.0 0.0 -0.110
Sb -0.73961 1.87947 -3.75984 0.0 0.0 0.0 1.604
C -1.80225 2.30813 -5.50315 0.0 0.0 0.1 -0.389
C -3.00190 1.64500 -5.74828 0.0 0.0 0.0 -0.129
C -3.69327 1.93079 -6.91533 0.0 0.0 0.0 -0.044
C -3.18935 2.86446 -7.81237 0.0 0.0 0.0 -0.026
C -1.99351 3.52155 -7.55455 0.0 0.0 0.0 -0.040
C -1.28769 3.24803 -6.39170 0.0 0.0 0.0 -0.111
C 0.50051 0.18965 -3.72137 0.0 0.2 0.1 -0.397
C -0.03614 -1.08801 -3.58705 0.0 0.0 -0.1 -0.137
C 0.82212 -2.17641 -3.60382 0.0 0.0 0.0 -0.051
C 2.19045 -1.98214 -3.75601 0.0 0.0 0.0 -0.052
C 2.71349 -0.70318 -3.88823 0.0 0.0 0.0 -0.063
C 1.86907 0.39909 -3.86569 0.0 -0.1 0.0 -0.130
H 1.01607 3.30494 -2.33645 0.0 0.0 0.0 0.076
H 0.69769 4.13741 -3.86728 0.0 0.0 0.0 0.076
H -1.55575 4.83819 -3.09532 0.0 0.0 0.0 0.110
H -0.31020 5.45136 -2.03867 0.0 0.0 0.0 0.132
H -2.22195 4.61701 -0.68775 0.0 0.0 -0.1 0.078
H -0.76797 3.69139 -0.33173 -0.1 -0.1 -0.1 0.059
H -0.51705 -0.18614 -1.00000 -0.1 -0.1 -0.1 0.014
H -0.45062 -2.06635 0.60409 -0.1 -0.1 0.0 0.032
H -2.38646 -2.45274 2.11863 0.0 0.0 0.0 0.133
H -4.36997 -1.00116 1.98580 0.0 0.0 0.0 0.129
H -4.41013 0.92819 0.45639 0.0 0.0 0.0 0.115
H -4.97404 0.38190 -2.33232 0.0 0.0 0.0 0.107
H -7.26879 0.81638 -3.11336 0.0 0.0 0.0 0.124
H -8.03668 3.13138 -3.48934 0.0 0.0 0.0 0.127
H -6.52013 5.03540 -3.08453 0.0 0.0 0.0 0.125
H -4.22176 4.64200 -2.29948 0.0 0.0 0.0 0.100
H -3.40165 0.91284 -5.05531 0.0 0.0 0.0 0.095
H -4.62313 1.42038 -7.12640 0.0 0.0 0.0 0.123
H -3.73219 3.08002 -8.72274 0.0 0.0 0.0 0.127
H -1.60511 4.24339 -8.25990 0.0 0.0 0.0 0.126
H -0.35041 3.75857 -6.20464 0.0 0.0 0.0 0.104
H -1.10426 -1.24903 -3.49594 0.0 0.0 0.0 0.109
H 0.42121 -3.17727 -3.51754 0.0 0.0 0.0 0.125
H 2.85197 -2.83783 -3.78583 0.0 0.0 0.0 0.125
H 3.77650 -0.55828 -4.02579 0.0 0.0 0.0 0.125
H 2.28683 1.39235 -3.98205 0.0 0.0 0.0 0.108
Br 1.87369 -3.51719 1.09277 0.1 0.0 0.0 0.714
C 2.99235 -2.19159 0.31114 -0.1 0.0 0.0 -0.935
Br 1.99118 -0.58387 -0.21192 0.1 0.0 0.0 0.731
H 3.43187 -2.56048 -0.60726 0.0 0.0 0.0 0.009
H 3.74845 -1.87412 1.01799 0.0 0.0 0.0 0.011
```
Positions in Å, forces in eV/Å.

## Properties
total charge = +3
spin multiplicity = 2
molar mass = 1049.3 g mol⁻¹
strongest force on any atom = 0.606 eV/A

***

Density functional theory data (ωB97M-V/def2-TZVPD) for a 2-piece molecular cluster, C3H5O2S overall at a distorted geometry.

```
11
Properties=species:S:1:pos:R:3:forces:R:3:lowdin_charge:R:1
O -2.58075 0.16941 0.02764 0.2 -1.3 -0.1 -0.046
C -1.71179 0.97831 0.34635 -0.3 3.3 0.0 -0.742
O -1.90440 2.17041 0.75013 0.4 -1.2 0.0 -0.105
C -0.17076 0.73377 0.10005 -0.5 -0.4 0.9 -0.176
C 0.00727 -0.72135 -0.23684 0.2 0.4 -0.2 -0.165
S 2.85178 -1.46216 -0.42998 -1.5 0.3 0.3 -0.011
H 0.32325 1.03485 1.04493 -0.2 -0.3 -0.6 0.112
H 0.13031 1.43471 -0.67617 0.1 -0.2 0.0 0.104
H -0.06389 -0.93279 -1.29743 -0.1 -0.2 0.1 0.077
H -0.65599 -1.34725 0.36530 0.1 -0.1 -0.2 0.092
H 1.02295 -1.07873 0.14802 1.7 -0.3 -0.1 -0.139
```
Positions in Å, forces in eV/Å.

## Properties
total charge = -1
molar mass = 105.1 g mol⁻¹
strongest force on any atom = 3.367 eV/A

***

no.,calculated total energy (Ha)
1,-688.357085
2,-8236.594935
3,-665.921882